Record 1
18
Properties=species:S:1:pos:R:3 method="wB97M-V/def2-TZVPD" multiplicity=1 charge=+1 lumo_energy_ev=-2.9668 homo_lumo_gap_ev=11.87
C 1.78560 0.08545 0.06009
C -2.64038 -0.92257 0.20453
C -1.86110 0.33058 -0.00122
N 2.94628 -0.31356 -0.45614
N 1.54763 1.36937 0.28021
N 0.81844 -0.79441 0.30984
O -1.14677 0.86831 0.82362
O -2.03896 0.83707 -1.20862
H -2.42366 -1.37251 1.16764
H -2.43749 -1.61551 -0.60997
H -3.70052 -0.67591 0.15041
H 3.65706 0.35065 -0.70839
H 3.15345 -1.28504 -0.59804
H 2.24506 2.07345 0.10903
H 0.64206 1.63352 0.66223
H 1.00619 -1.78156 0.24851
H 0.05640 -0.48433 0.90412
H -1.60925 1.69701 -1.33785

Record 2
18
Properties=species:S:1:pos:R:3 method="wB97M-V/def2-TZVPD" multiplicity=3 charge=+1 lumo_energy_ev="-4.5344 / -6.5275" homo_lumo_gap_ev="5.73 / 8.16"
C -0.22864 1.02139 -0.24783
C 0.92603 -1.10925 -0.18552
C 1.97058 0.88832 0.58063
N -2.55887 -1.00326 0.32826
N -3.58926 -0.44741 0.00234
N 0.83674 0.35748 -0.01650
O -3.28652 0.39334 -1.08742
O -4.73914 -0.40915 0.31429
H -0.28524 2.10504 -0.13493
H -1.05839 0.38138 -0.72918
H -4.01429 0.70993 -1.64839
H 0.02022 -1.54946 -0.36000
H 1.73079 -1.31071 -0.83916
H 1.27073 -1.52288 0.84602
H 1.72303 1.48816 1.42128
H 2.68843 0.07947 0.98417
H 2.48338 1.52613 -0.18290
H -2.69086 -1.56447 1.25032

Record 3
18
Properties=species:S:1:pos:R:3 method="wB97M-V/def2-TZVPD" smiles=OCNP1NCCN1 multiplicity=1 lumo_energy_ev=0.9054 homo_lumo_gap_ev=9.90
C 1.54266 0.24081 0.32079
C 1.76532 -1.05107 -0.47467
C -2.61997 0.81349 0.13879
N 0.44055 0.05843 1.19181
N 0.38018 -1.31710 -0.92838
N -1.51999 0.22084 -0.51463
O -2.33506 1.62070 1.31136
P -0.73163 -1.01517 0.33452
H 2.37780 0.74361 0.92332
H 1.33249 1.08146 -0.39497
H 2.34586 -1.06623 -1.37086
H 2.35469 -1.83741 0.02618
H -1.47741 1.28734 1.59957
H -3.01749 1.49763 -0.62403
H -3.43912 0.09132 0.39761
H 0.56452 -0.26157 2.23185
H 0.21205 -2.20718 -1.31759
H -0.85725 0.89595 -0.82905

| no. | total energy (eV) |
| --- | --- |
| 1 | -11834.06170 |
| 2 | -11822.39216 |
| 3 | -19079.34022 |